19
Properties=species:S:1:pos:R:3:forces:R:3 method="wB97M-V/def2-TZVPD" gap_ev="6.6 / 8.7" mol_weight_g_mol=100.16 e_above_lowest_kj_mol=465.29 charge=0
C 0.210928 2.112416 -2.099000 0.0 0.1 0.0
C -0.492256 0.763062 -1.850671 0.0 -0.3 0.0
C -0.078520 0.230216 -0.498095 0.2 0.9 -0.3
C -0.597467 -0.862496 1.608565 -1.0 0.0 0.7
C 0.072610 -1.607568 2.702203 -0.3 0.0 0.1
C 0.926833 -0.759775 -0.400559 0.8 -0.8 0.6
O 1.540145 -1.110617 0.626593 0.4 0.4 -1.2
H -0.038243 2.513716 -3.088030 0.1 -0.1 0.1
H -0.088768 2.861384 -1.353577 0.0 -0.2 -0.1
H 1.299646 1.998398 -2.029440 -0.2 0.0 -0.1
H -1.574836 0.925892 -1.942348 0.1 -0.2 0.1
H -0.178094 0.052481 -2.626103 -0.2 0.1 0.0
H -0.178367 1.007226 0.253532 0.5 -0.2 0.0
H -1.325310 -1.378341 1.003339 -0.2 0.0 0.2
H -0.796639 0.165158 1.854648 -0.3 0.0 0.0
H -0.729283 -1.605902 3.467473 0.2 -0.3 0.0
H 0.929035 -1.092258 3.141499 -0.1 -0.1 -0.2
H 0.327591 -2.643444 2.476453 0.0 0.2 -0.1
H 1.137954 -1.326184 -1.338085 0.1 0.4 0.1